{
  "formula": "C5H10N2O",
  "method": "the ωB97M-V functional and the def2-TZVPD basis",
  "species": ["C", "C", "N", "N", "C", "C", "C", "O", "H", "H", "H", "H", "H", "H", "H", "H", "H", "H"],
  "positions_angstrom": [[-1.8550, 0.1270, -0.8596], [-0.6371, 0.5853, 1.3838], [0.8490, 0.9292, -0.9922], [1.3906, -0.2793, -1.0504], [-1.0243, 1.1532, -0.0980], [1.4895, -1.0331, -0.0051], [2.1264, -1.6548, 0.9342], [-1.2354, 2.3414, -0.2322], [0.7295, 1.3206, -1.9239], [1.4482, -0.7884, -1.9461], [-1.3090, -0.8094, -0.9872], [-2.7651, -0.0766, -0.2893], [-2.1450, 0.5263, -1.8313], [-1.5514, 0.8055, 1.9332], [0.1640, 1.1915, 1.7917], [-0.4812, -0.4858, 1.4701], [3.1814, -1.4904, 1.1222], [1.6251, -2.3620, 1.5800]],
  "mulliken_charge": [-1.20, -1.29, -0.71, 0.21, 1.03, 0.23, -0.68, -0.66, 0.23, 0.30, 0.30, 0.33, 0.32, 0.41, 0.33, 0.31, 0.26, 0.26],
  "homo_lumo_gap_ev": [8.342, 8.344],
  "e_above_lowest_kcal_mol": 126.0,
  "energy_ha": -381.0846,
  "fmax_ha_per_bohr": 0.058
}

---

{
  "formula": "C5H10N2O",
  "method": "the ωB97M-V functional and the def2-TZVPD basis",
  "species": ["C", "C", "C", "N", "C", "O", "C", "N", "H", "H", "H", "H", "H", "H", "H", "H", "H", "H"],
  "positions_angstrom": [[2.2238, 1.2592, -0.2142], [1.3535, 0.2196, 0.0222], [1.9140, -1.1696, 0.3030], [0.0016, 0.0878, -0.0455], [-0.8824, 1.0823, 0.0040], [-0.7857, 2.2875, 0.2447], [-2.2514, 0.4711, 0.1375], [-2.2952, -1.0464, -0.1345], [1.7387, 2.3072, -0.5805], [3.3545, 1.1868, -0.2443], [2.9909, -1.0609, -0.2451], [2.1414, -1.5004, 1.3776], [1.3145, -1.8399, -0.3617], [-0.1751, -0.9266, 0.2199], [-2.7611, 1.1144, -0.6189], [-2.8653, 0.6671, 0.9892], [-2.9911, -1.4761, 0.2593], [-2.0257, -1.6629, -1.1126]],
  "mulliken_charge": [-0.88, 0.77, -1.11, -0.23, 0.25, -0.61, -0.25, -0.61, 0.17, 0.28, 0.31, 0.20, 0.38, 0.40, 0.20, 0.35, 0.15, 0.22],
  "homo_lumo_gap_ev": 9.273,
  "smiles": "C=C(C)NC(=O)CN",
  "e_above_lowest_kcal_mol": 83.2,
  "energy_ha": -381.1528,
  "fmax_ha_per_bohr": 0.151
}

---

{
  "formula": "C5H10N2O",
  "method": "the ωB97M-V functional and the def2-TZVPD basis",
  "species": ["C", "C", "N", "C", "C", "N", "C", "O", "H", "H", "H", "H", "H", "H", "H", "H", "H", "H"],
  "positions_angstrom": [[-1.0885, -0.8289, -1.2434], [-0.7705, -0.8015, 0.2316], [-1.7342, -1.4613, 0.9911], [0.5479, -0.7591, 0.7468], [1.0999, 0.4903, 0.4780], [2.4601, 0.7946, 0.4643], [0.0717, 1.3810, 0.1224], [0.2777, 2.4573, -0.7366], [-1.2961, -1.8564, -1.5633], [-0.2537, -0.4484, -1.8267], [-1.9684, -0.2210, -1.4708], [-2.6734, -1.4957, 0.6274], [-1.6812, -1.3356, 1.9893], [0.9429, -1.4700, 1.4657], [3.0896, 0.0411, 0.2381], [2.7350, 1.6710, 0.0493], [-0.7519, 1.6056, 0.7819], [0.9931, 2.2370, -1.3452]],
  "mulliken_charge": [-1.32, 0.61, -0.56, -0.86, 0.45, -0.55, -0.38, -0.56, 0.40, 0.34, 0.36, 0.23, 0.23, 0.44, 0.21, 0.24, 0.42, 0.31],
  "homo_lumo_gap_ev": 7.718,
  "smiles": "C/C(N)=C\\C(N)=C\\O",
  "e_above_lowest_kcal_mol": 60.3,
  "energy_ha": -381.1893,
  "fmax_ha_per_bohr": 0.026
}

---

{
  "formula": "C5H10N2O",
  "method": "the ωB97M-V functional and the def2-TZVPD basis",
  "species": ["C", "O", "C", "C", "C", "N", "C", "N", "H", "H", "H", "H", "H", "H", "H", "H", "H", "H"],
  "positions_angstrom": [[1.0801, -0.0238, -1.9315], [0.9333, 0.7560, -0.7510], [0.5305, 0.0469, 0.4826], [0.9060, 0.9619, 1.6420], [-0.9917, -0.2333, 0.4347], [-1.2783, -1.6301, 0.0356], [-1.6331, 0.7467, -0.4974], [-2.3427, 1.3686, -1.1813], [1.8580, 0.4390, -2.5467], [0.1458, -0.0043, -2.4989], [1.3647, -1.0612, -1.7357], [1.1063, -0.8809, 0.5800], [0.3922, 1.9259, 1.5760], [0.6479, 0.5007, 2.6012], [1.9808, 1.1732, 1.6275], [-1.4254, -0.0898, 1.4318], [-0.9845, -2.2555, 0.7851], [-2.2899, -1.7398, -0.0540]],
  "mulliken_charge": [-0.73, -0.44, 0.33, -1.57, 0.46, -0.72, 0.05, -0.51, 0.25, 0.26, 0.31, 0.35, 0.32, 0.40, 0.38, 0.34, 0.24, 0.28],
  "homo_lumo_gap_ev": 10.604,
  "smiles": "CO[C@@H](C)[C@H](N)C#N",
  "e_above_lowest_kcal_mol": 37.9,
  "energy_ha": -381.2251,
  "fmax_ha_per_bohr": 0.042
}

---

{
  "formula": "C5H10N2O",
  "method": "the ωB97M-V functional and the def2-TZVPD basis",
  "species": ["C", "C", "C", "O", "N", "H", "H", "H", "H", "H", "H", "H", "C", "C", "N", "H", "H", "H"],
  "positions_angstrom": [[0.9715, 0.2055, -1.2896], [0.6203, -0.7493, -0.4440], [-0.4596, -1.7665, -0.6256], [1.2678, -0.9738, 0.7787], [2.5020, -0.2816, 0.9732], [1.9480, 0.6549, -1.2959], [0.2522, 0.6505, -1.9517], [-1.0121, -1.8992, 0.3022], [-1.1512, -1.4247, -1.3891], [-0.0385, -2.7398, -0.8736], [2.7338, -0.4598, 1.9478], [3.2302, -0.7350, 0.4203], [-1.3540, 1.7189, 1.4226], [-1.9381, 1.2946, 0.3452], [-2.5933, 1.0134, -0.6496], [-1.9353, 2.0876, 2.2477], [-0.2795, 1.7167, 1.4651], [-2.7644, 1.6877, -1.3838]],
  "mulliken_charge": [-0.64, 0.51, -1.15, -0.14, -0.63, 0.30, 0.28, 0.31, 0.33, 0.32, 0.25, 0.24, -0.91, 0.58, -0.49, 0.27, 0.29, 0.27],
  "homo_lumo_gap_ev": 9.505,
  "smiles": "C=C(C)ON.C=C=N",
  "e_above_lowest_kcal_mol": 105.5,
  "energy_ha": -381.1173,
  "fmax_ha_per_bohr": 0.040
}

---

{
  "formula": "C5H10N2O",
  "method": "the ωB97M-V functional and the def2-TZVPD basis",
  "species": ["C", "C", "C", "C", "N", "C", "N", "O", "H", "H", "H", "H", "H", "H", "H", "H", "H", "H"],
  "positions_angstrom": [[0.6928, 0.5857, -0.7488], [0.6208, -0.9770, -0.7864], [0.6939, -1.6628, 0.5347], [1.3089, -1.2287, 1.6238], [-0.0077, 1.2305, 0.3020], [-1.4255, 1.4092, 0.2583], [-2.0706, 1.1935, -0.8808], [-1.9081, 1.8408, 1.2942], [1.7575, 0.8167, -0.7092], [0.3495, 1.0189, -1.6584], [-0.2410, -1.2996, -1.3523], [1.4352, -1.2487, -1.4633], [0.1910, -2.6245, 0.5594], [1.8739, -0.3075, 1.6731], [1.2217, -1.7404, 2.5636], [0.2881, 1.0559, 1.2665], [-3.0555, 1.4064, -0.9218], [-1.7251, 0.5317, -1.5546]],
  "mulliken_charge": [-1.08, -0.30, 0.01, -0.97, 0.18, 0.49, -0.28, -0.44, 0.36, 0.55, 0.35, 0.38, 0.34, 0.33, 0.25, 0.35, 0.28, 0.19],
  "spin_multiplicity": 2,
  "homo_lumo_gap_ev": [11.371, 5.541],
  "e_above_lowest_kcal_mol": 31.4,
  "energy_ha": -380.9298,
  "total_charge": 1,
  "fmax_ha_per_bohr": 0.036,
  "s_squared": 0.77
}

---

{
  "formula": "C5H10N2O2",
  "method": "the ωB97M-V functional and the def2-TZVPD basis",
  "species": ["C", "C", "C", "C", "O", "H", "H", "H", "H", "H", "H", "N", "C", "N", "O", "H", "H", "H", "H"],
  "positions_angstrom": [[1.1218, -1.6228, 0.5175], [0.6952, -0.7471, -0.6236], [1.5855, 0.4183, -0.9440], [-0.3195, -1.1209, -1.4133], [-0.8244, -1.9063, -2.1470], [1.9065, -2.3203, 0.2052], [1.5128, -1.0191, 1.3431], [0.2849, -2.2166, 0.8975], [1.8107, 1.0012, -0.0440], [2.5339, 0.0660, -1.3626], [1.1237, 1.0938, -1.6697], [-1.7872, 0.2288, 1.4131], [-1.5090, 0.8520, 0.2357], [-0.9396, 2.0717, 0.3671], [-1.9214, 0.4189, -0.8687], [-1.0935, 0.3322, 2.1402], [-2.1095, -0.7235, 1.2836], [-1.2112, 2.6143, 1.1731], [-0.8597, 2.5793, -0.5033]],
  "mulliken_charge": [-1.41, 0.67, -1.34, 0.45, -0.47, 0.36, 0.30, 0.34, 0.33, 0.37, 0.31, -0.53, 0.69, -0.39, -0.68, 0.24, 0.27, 0.22, 0.25],
  "homo_lumo_gap_ev": 8.116,
  "smiles": "CC(C)=C=O.NC(N)=O",
  "e_above_lowest_kcal_mol": 48.3,
  "energy_ha": -456.4772,
  "fmax_ha_per_bohr": 0.080
}

---

{
  "formula": "C5H10N2O2",
  "method": "the ωB97M-V functional and the def2-TZVPD basis",
  "species": ["C", "C", "C", "C", "C", "H", "H", "H", "H", "H", "H", "H", "H", "H", "H", "N", "N", "O", "O"],
  "positions_angstrom": [[-0.5282, -1.3151, 1.2112], [0.1130, -0.2320, 0.3068], [0.3406, -0.7627, -1.2325], [1.6364, -0.5100, -0.2590], [-1.7316, 0.8205, -0.6298], [-1.5000, -1.6071, 0.9540], [-0.3029, -1.0015, 2.3818], [0.0799, -2.2683, 1.2500], [0.2994, -1.8087, -1.2103], [-0.3894, -0.2280, -2.0268], [1.9103, -1.5996, 0.1768], [2.1437, 0.7963, -1.6740], [-0.4119, 2.1685, 1.6128], [1.0945, 2.2361, 0.6715], [-2.2678, 1.7277, -0.8654], [-0.4443, 0.9603, -0.0522], [-0.0816, 2.2314, 0.5513], [2.3897, 0.6255, -0.4309], [-2.3497, -0.2331, -0.7351]],
  "mulliken_charge": [-1.24, 0.63, -1.00, -0.02, -0.18, 0.37, 0.26, 0.30, 0.32, 0.32, 0.24, 0.45, 0.29, 0.34, 0.46, 0.44, -0.85, -0.63, -0.49],
  "homo_lumo_gap_ev": 9.193,
  "e_above_lowest_kcal_mol": 187.4,
  "energy_ha": -456.2555,
  "fmax_ha_per_bohr": 0.121
}

---

{
  "formula": "C5H10N2O2",
  "method": "the ωB97M-V functional and the def2-TZVPD basis",
  "species": ["C", "C", "C", "O", "C", "O", "C", "N", "N", "H", "H", "H", "H", "H", "H", "H", "H", "H", "H"],
  "positions_angstrom": [[-0.8043, 1.0527, 1.6155], [0.3547, 0.7618, 0.6811], [0.9896, -0.5842, 0.7399], [1.8853, -1.0258, 1.6015], [0.4194, -1.1203, -0.3726], [0.3227, -2.3523, -0.8570], [-0.2010, 0.1238, -0.9002], [0.4627, 0.8088, -1.9619], [-1.5900, 0.0993, -1.1421], [-0.4578, 1.1672, 2.6493], [-1.3100, 1.9818, 1.3295], [-1.5488, 0.2519, 1.6021], [1.0578, 1.6044, 0.6588], [2.3093, -1.8215, 1.2419], [0.4309, -2.9875, -0.1332], [1.4605, 0.8949, -1.8009], [0.0872, 1.7423, -2.0990], [-2.0582, -0.6949, -0.7194], [-1.8098, 0.0976, -2.1333]],
  "mulliken_charge": [-1.34, -0.11, 0.19, -0.56, -0.26, -0.59, 1.02, -0.73, -0.63, 0.37, 0.34, 0.30, 0.32, 0.33, 0.34, 0.27, 0.25, 0.25, 0.25],
  "homo_lumo_gap_ev": 8.163,
  "smiles": "C[C@H]1C(O)=C(O)C1(N)N",
  "e_above_lowest_kcal_mol": 69.0,
  "energy_ha": -456.4443,
  "fmax_ha_per_bohr": 0.057
}

---

{
  "formula": "C5H10N2O2",
  "method": "the ωB97M-V functional and the def2-TZVPD basis",
  "species": ["C", "C", "N", "N", "O", "O", "C", "C", "C", "H", "H", "H", "H", "H", "H", "H", "H", "H", "H"],
  "positions_angstrom": [[-0.7510, 2.2648, -0.1921], [-0.0541, 1.0144, 0.3407], [0.9100, 0.2279, -0.4660], [2.2210, -0.0349, -0.2575], [2.8793, 0.7529, 0.3680], [2.5379, -1.1062, -0.7060], [-0.2844, -0.4379, -0.0300], [-1.2084, -1.1184, -0.9729], [0.0946, -1.4038, 1.0430], [-1.7552, 2.2661, 0.0365], [-0.8432, 2.1036, -1.2744], [-0.1988, 3.2079, 0.1721], [0.2019, 1.1037, 1.4113], [-0.9694, -2.1504, -0.8881], [-1.3492, -0.8134, -2.0815], [-2.2676, -1.0495, -0.5792], [0.7185, -0.9257, 1.8456], [0.9111, -2.0614, 0.7550], [-0.7929, -1.8397, 1.4754]],
  "mulliken_charge": [-1.44, -0.10, -0.28, 0.98, -0.63, -0.58, 1.65, -1.66, -1.80, 0.36, 0.36, 0.32, 0.42, 0.43, 0.35, 0.32, 0.45, 0.43, 0.42],
  "homo_lumo_gap_ev": 10.944,
  "smiles": "C[C@@H]1N([N+](=O)[O-])C1(C)C",
  "e_above_lowest_kcal_mol": 147.6,
  "energy_ha": -456.3190,
  "fmax_ha_per_bohr": 0.079
}

---

{
  "formula": "C5H10N2O2P",
  "method": "the ωB97M-V functional and the def2-TZVPD basis",
  "species": ["C", "C", "C", "C", "C", "N", "N", "O", "O", "P", "H", "H", "H", "H", "H", "H", "H", "H", "H", "H"],
  "positions_angstrom": [[-2.9273, 1.1067, -0.3227], [1.0474, -2.0145, 0.6023], [0.4356, 2.2591, 0.4975], [1.6961, -1.1149, -0.4151], [0.9239, 0.1731, -0.5709], [-2.4489, 2.1883, -0.1406], [0.7079, 1.0258, 0.6649], [-1.7923, -1.1260, -1.2168], [-3.2140, -1.6196, 0.7423], [-2.2857, -0.6162, 0.0872], [-0.0770, -2.1549, 0.3139], [1.5328, -2.9460, 0.8543], [1.0490, -1.6403, 1.5338], [-1.6155, 2.3801, 0.3818], [0.5081, 2.8489, 1.4305], [0.8124, 2.7305, -0.4958], [1.5672, -1.5179, -1.4089], [2.7758, -0.8978, -0.2408], [1.4264, 0.8918, -1.3564], [-0.1220, 0.0437, -0.9404]],
  "mulliken_charge": [0.07, -1.19, -0.67, -0.37, -0.40, -0.59, -0.26, -0.63, -0.67, 0.58, 0.15, 0.39, 0.41, 0.38, 0.37, 0.25, 0.21, 0.31, 0.37, 0.29],
  "homo_lumo_gap_ev": 6.956,
  "e_above_lowest_kcal_mol": 87.7,
  "energy_ha": -797.8219,
  "total_charge": -1,
  "fmax_ha_per_bohr": 0.078
}

---

{
  "formula": "C5H10N2O3S",
  "method": "the ωB97M-V functional and the def2-TZVPD basis",
  "species": ["N", "C", "C", "S", "C", "O", "N", "C", "C", "O", "O", "H", "H", "H", "H", "H", "H", "H", "H", "H", "H"],
  "positions_angstrom": [[-1.2810, 1.6564, -0.1286], [-1.4501, 0.2894, 0.2566], [-2.6351, -0.6253, -0.2601], [-4.2277, 0.2276, -0.1560], [-0.1415, -0.4773, 0.2480], [-0.1145, -1.7150, 0.0912], [1.0195, 0.1943, 0.2520], [2.2377, -0.5688, 0.1901], [3.4357, 0.3608, -0.0081], [3.3322, 1.5705, 0.0606], [4.5742, -0.2832, -0.3435], [-2.2986, 1.9472, 0.0259], [-1.0949, 1.6120, -1.1254], [-1.7760, 0.3950, 1.2428], [-2.6416, -1.6091, 0.2103], [-2.5156, -0.8979, -1.4280], [-4.2470, 0.4063, 1.3378], [1.0106, 1.2274, 0.1931], [2.4285, -1.2087, 1.0092], [2.0816, -1.1765, -0.7739], [4.3035, -1.3251, -0.8941]],
  "mulliken_charge": [-0.64, 0.20, -0.65, -0.26, 0.11, -0.70, -0.18, -0.72, 0.83, -0.54, -0.56, 0.34, 0.25, 0.29, 0.37, 0.31, 0.15, 0.38, 0.34, 0.28, 0.41],
  "homo_lumo_gap_ev": 9.390,
  "smiles": "N[C@@H](CS)C(=O)NCC(=O)O",
  "e_above_lowest_kcal_mol": 59.9,
  "energy_ha": -929.8984,
  "fmax_ha_per_bohr": 0.112
}